[1]
Molecular formula: C28H39BF4MoN3P2
Method: DFT, ωB97M-V with the def2-TZVPD basis set

Cartesian coordinates (Å):
1 Mo 0.901 1.192 -0.612
2 P 2.750 -0.496 -0.132
3 P 2.523 1.571 -2.513
4 F 0.219 0.152 -2.161
5 F -1.319 0.821 -4.486
6 F -1.739 -1.228 -3.544
7 F -2.457 0.669 -2.508
8 N -3.471 -4.307 1.974
9 N -2.299 -3.734 3.797
10 N -0.301 -0.499 0.448
11 C -3.144 -4.702 4.140
12 C 3.881 2.763 -2.333
13 C -0.388 3.230 -1.014
14 C -4.866 -6.094 3.093
15 C 1.231 2.645 1.323
16 C -1.254 3.668 -2.183
17 C -2.516 -3.512 2.486
18 C -0.887 2.462 0.063
19 C -0.744 4.974 -2.799
20 C -2.722 3.815 -1.777
21 C 2.019 2.553 2.593
22 C 4.039 -0.409 -1.428
23 C -3.331 -5.320 5.421
24 C 1.754 1.974 -4.093
25 C -4.272 -6.300 5.509
26 C -0.823 -1.729 2.439
27 C 3.392 -0.011 -2.751
28 C -1.763 -2.492 1.745
29 C -1.188 -1.247 -0.217
30 C 3.665 -0.454 1.432
31 C -3.926 -5.115 3.011
32 C 2.165 -2.213 -0.287
33 C -5.028 -6.684 4.373
34 C -0.110 2.288 1.251
35 C -1.936 -2.245 0.390
36 C 0.987 3.504 -0.976
37 C -0.124 -0.758 1.755
38 C 1.820 3.121 0.124
39 B -1.810 0.086 -3.512
40 H -3.296 4.165 -2.633
41 H 0.618 -0.162 2.269
42 H -1.295 -1.047 -1.270
43 H 2.657 -0.750 -3.081
44 H 2.866 3.394 0.115
45 H 0.998 1.233 -4.340
46 H -5.767 -7.467 4.483
47 H -0.587 1.851 2.117
48 H 4.795 0.318 -1.123
49 H -2.634 -2.796 -0.225
50 H 1.428 4.058 -1.791
51 H -3.171 2.875 -1.459
52 H 1.601 -2.329 -1.213
53 H -2.834 4.551 -0.979
54 H 1.595 1.831 3.290
55 H 3.025 -2.883 -0.303
56 H 3.519 3.790 -2.302
57 H -1.185 2.881 -2.941
58 H 4.539 -1.376 -1.498
59 H -1.917 2.138 0.063
60 H -1.437 5.299 -3.573
61 H 4.533 2.668 -3.203
62 H 4.382 -1.275 1.449
63 H 3.063 2.308 2.407
64 H 0.231 4.879 -3.277
65 H 4.471 2.575 -1.438
66 H 1.998 3.529 3.083
67 H -0.687 5.769 -2.052
68 H -4.459 -6.800 6.449
69 H 1.530 -2.488 0.553
70 H -5.467 -6.422 2.256
71 H 4.132 0.099 -3.547
72 H -0.649 -1.897 3.492
73 H -3.803 -4.327 1.022
74 H -2.737 -4.999 6.265
75 H 1.284 2.956 -4.049
76 H 2.999 -0.557 2.288
77 H 2.520 1.988 -4.870
78 H 4.211 0.485 1.522

Calculated values
HOMO level (alpha / beta): -16.7 / -16.5 eV
multiplicity: 3
LUMO energy (alpha / beta): -8.88 / -11.21 eV
net charge: +3
calculated total energy: -66102.822 eV
molar mass: 662.333 g mol⁻¹
ΔE to the lowest compared entry with this formula, charge and spin: 0.0 kJ/mol
Kohn-Sham gap (alpha / beta): 7.851 / 5.277 eV

---

[2]
Molecular formula: C28H39Br48INO
Method: DFT, ωB97M-V with the def2-TZVPD basis set

Cartesian coordinates (Å):
1 I 0.060 -3.842 3.145
2 Br 3.450 -0.537 -6.704
3 Br -8.342 -0.984 1.029
4 Br 1.370 2.692 5.459
5 Br -9.042 7.743 3.158
6 Br 7.409 -6.886 5.698
7 Br -6.342 4.289 3.958
8 Br 6.002 -4.301 6.926
9 Br 6.636 -1.540 -2.273
10 Br -7.513 -6.234 -1.386
11 Br -7.785 -3.253 -2.489
12 Br 4.012 10.123 13.329
13 Br 1.757 2.624 9.333
14 Br 1.910 6.047 -11.949
15 Br 4.407 -6.365 2.676
16 Br -5.981 -3.851 0.080
17 Br 1.396 4.405 -9.260
18 Br -6.020 -0.179 -1.025
19 Br 7.259 -0.515 -5.223
20 Br -11.896 7.372 4.536
21 Br 0.895 0.098 -10.092
22 Br 3.507 1.220 -11.509
23 Br 4.323 -6.970 6.476
24 Br 1.547 -2.921 -7.616
25 Br -0.343 3.508 2.893
26 Br -1.616 -7.290 6.114
27 Br 2.784 -0.160 -16.101
28 Br 2.570 2.741 -14.808
29 Br -5.624 0.309 2.098
30 Br 3.410 7.072 12.582
31 Br 0.428 -0.638 -5.690
32 Br 2.692 -5.638 0.083
33 Br -6.726 3.904 0.818
34 Br 4.532 2.239 -17.270
35 Br 4.262 4.021 10.723
36 Br 2.930 -8.674 1.039
37 Br -9.320 5.986 5.804
38 Br 1.397 8.687 14.455
39 Br 5.881 -3.357 -4.774
40 Br -2.324 -4.274 6.856
41 Br -9.037 3.015 2.821
42 Br 4.506 7.964 8.177
43 Br 1.427 7.496 8.864
44 Br 2.820 10.258 9.609
45 Br 2.700 -1.852 -11.849
46 Br -0.564 -6.033 8.851
47 Br -0.401 3.852 -11.832
48 Br 4.029 3.971 7.542
49 Br 0.178 0.431 3.551
50 O 1.973 -2.969 -2.047
51 N 1.154 -0.989 -1.303
52 C -0.626 -2.774 0.416
53 C -1.669 -2.431 -0.668
54 C 3.068 8.362 9.394
55 C 2.096 -1.817 -1.996
56 C -10.180 6.571 4.185
57 C -1.031 -3.966 1.261
58 C -6.885 0.230 0.645
59 C 1.335 4.373 -11.183
60 C 0.927 1.055 0.073
61 C -7.594 4.255 2.498
62 C -7.539 -4.359 -0.930
63 C 3.715 1.477 -15.700
64 C 2.670 -0.316 -10.688
65 C -1.032 -5.689 7.010
66 C 2.884 -6.821 1.582
67 C -0.072 2.194 4.277
68 C 3.064 4.030 9.208
69 C -3.700 -2.478 -2.712
70 C 3.329 -1.226 -2.675
71 C 1.964 -1.672 -6.210
72 C -0.688 -1.722 -2.926
73 C 0.021 -0.601 -2.167
74 C 6.047 -6.227 6.893
75 C -1.223 -2.881 -2.070
76 C 7.108 -2.050 -4.067
77 C 3.229 8.464 13.909
78 C 1.822 0.253 -0.876
79 C -2.469 -3.401 -2.828
80 H 3.344 7.947 10.362
81 H -8.030 5.242 2.432
82 H -7.319 1.214 0.546
83 H 3.785 8.141 14.778
84 H 0.336 0.153 -2.910
85 H -0.335 -1.915 1.019
86 H 3.131 -0.259 -3.121
87 H 0.364 0.409 0.736
88 H 0.254 -3.076 -0.136
89 H -10.357 5.689 3.583
90 H 1.567 1.743 0.616
91 H 2.005 -6.693 2.200
92 H 3.254 -0.566 -9.812
93 H -0.133 -5.354 6.510
94 H -8.396 -4.201 -0.292
95 H 2.046 0.914 -1.716
96 H 4.512 1.229 -15.013
97 H -2.711 -4.425 -2.542
98 H 2.738 0.007 -0.353
99 H 2.272 -2.249 -5.347
100 H -2.000 -1.380 -0.575
101 H 2.528 4.968 9.233
102 H -0.736 -0.106 -1.573
103 H -3.393 -1.449 -2.537
104 H -0.974 2.169 4.871
105 H 3.760 -1.921 -3.379
106 H 2.034 3.616 -11.510
107 H -4.282 -2.752 -1.840
108 H -2.096 -4.024 1.444
109 H -1.491 -1.236 -3.520
110 H 0.013 -2.142 -3.657
111 H -0.670 -4.872 0.804
112 H 4.062 -1.099 -1.875
113 H 6.308 -6.557 7.888
114 H 0.279 1.686 -0.523
115 H -2.166 -3.446 -3.877
116 H -4.338 -2.493 -3.594
117 H -2.552 -3.036 -0.425
118 H 8.081 -2.518 -4.030

Calculated values
HOMO level: -1.7 eV
LUMO energy: 0.55 eV
net charge: -1
calculated total energy: -3403339.072 eV
molar mass: 4367.922 g mol⁻¹
Kohn-Sham gap: 2.217 eV

---

[3]
Molecular formula: C28H39ClN5O4SZr
Method: DFT, ωB97M-V with the def2-TZVPD basis set

Cartesian coordinates (Å):
1 Zr -1.402 -1.049 0.300
2 Cl -7.362 -3.846 -2.793
3 S 0.851 0.185 -0.478
4 O -3.141 -1.989 0.853
5 O -1.777 -1.124 -1.867
6 O -1.990 -0.465 3.496
7 O -2.492 0.154 -0.387
8 N -2.620 1.694 3.750
9 N -2.170 2.310 -0.291
10 N -2.064 0.802 1.626
11 N 3.006 1.542 0.373
12 N 1.906 2.441 -1.383
13 C 1.342 3.453 -3.557
14 C 0.855 2.612 -2.385
15 C 4.731 0.802 1.964
16 C 0.629 -2.075 2.201
17 C -2.851 -1.626 -2.226
18 C -6.094 -3.282 -1.748
19 C -3.938 -2.212 -1.452
20 C -2.778 1.464 5.184
21 C -6.205 -3.447 -0.366
22 C 3.556 2.215 -4.019
23 C 0.530 -3.285 0.088
24 C 1.978 1.465 -0.474
25 C 1.127 -3.624 -1.252
26 C -2.319 2.027 1.047
27 C -0.663 -3.896 0.515
28 C 3.297 0.637 1.478
29 C -1.195 -3.608 1.764
30 C -4.986 -2.681 -2.274
31 C 2.213 2.699 -4.564
32 C 5.790 0.141 1.080
33 C -0.550 -2.704 2.614
34 C -2.744 3.109 1.868
35 C -4.044 -2.369 -0.018
36 C -2.214 0.615 2.968
37 C 1.166 -2.373 0.949
38 C 5.944 0.753 -0.313
39 C -2.882 2.892 3.196
40 C -5.204 -3.004 0.459
41 H 0.349 -3.845 -1.983
42 H 6.749 0.213 1.596
43 H 4.176 1.829 -4.828
44 H 3.433 1.407 -3.296
45 H 2.511 3.239 -1.252
46 H -2.109 -4.087 2.081
47 H 3.497 2.424 0.406
48 H -3.031 2.397 5.678
49 H -3.565 0.732 5.355
50 H 2.605 0.866 2.295
51 H 0.507 1.637 -2.722
52 H 1.876 4.337 -3.192
53 H -1.171 -4.587 -0.148
54 H 3.115 -0.387 1.168
55 H -3.207 3.673 3.870
56 H 4.964 1.865 2.092
57 H 0.013 3.114 -1.900
58 H 1.653 1.847 -4.958
59 H 4.106 3.028 -3.538
60 H -5.298 -3.139 1.528
61 H -2.960 4.066 1.421
62 H 6.082 1.836 -0.256
63 H 2.401 3.364 -5.409
64 H 1.718 -2.790 -1.634
65 H -1.880 3.263 -0.476
66 H -3.028 -1.647 -3.307
67 H -1.617 1.541 -0.800
68 H 5.080 0.548 -0.946
69 H 2.065 -1.888 0.619
70 H 6.816 0.336 -0.816
71 H -0.966 -2.497 3.585
72 H -1.852 1.071 5.596
73 H 5.568 -0.926 0.985
74 H 1.779 -4.495 -1.184
75 H 1.123 -1.373 2.861
76 H -7.077 -3.926 0.058
77 H -4.913 -2.566 -3.347
78 H 4.791 0.350 2.955
79 H 0.460 3.819 -4.084

Calculated values
HOMO level: -10.1 eV
LUMO energy: -2.50 eV
net charge: +1
calculated total energy: -69944.163 eV
molar mass: 668.395 g mol⁻¹
ΔE to the lowest compared entry with this formula, charge and spin: 459.7 kJ/mol
Kohn-Sham gap: 7.598 eV

---

[4]
Molecular formula: C28H39I2N5O7S3
Method: DFT, ωB97M-V with the def2-TZVPD basis set

Cartesian coordinates (Å):
1 I 4.648 -0.692 4.848
2 I -2.118 3.255 -4.510
3 S -2.769 -1.739 -0.367
4 S 0.833 -4.400 2.698
5 S 0.635 -1.794 0.013
6 O -1.277 -3.003 4.760
7 O -4.737 1.536 -3.717
8 O -4.516 -1.983 2.944
9 O 2.613 -0.827 -5.867
10 O 6.667 2.485 3.226
11 O -2.446 -5.131 5.218
12 O -5.749 -3.083 1.201
13 N 5.167 1.842 -0.723
14 N -6.596 1.251 -2.491
15 N 7.459 4.530 3.707
16 N 0.385 -0.629 -5.671
17 N 2.442 0.399 -1.860
18 C 4.018 -0.355 2.757
19 C 2.179 -0.862 0.645
20 C 7.223 3.227 4.032
21 C 2.674 -1.102 2.190
22 C 1.302 -2.425 -7.078
23 C 1.497 -1.243 -6.167
24 C -2.416 0.652 -2.334
25 C 0.933 0.451 -1.965
26 C 0.271 1.600 -2.976
27 C -1.375 1.685 -3.134
28 C -8.007 1.311 -2.190
29 C -6.787 2.259 -4.725
30 C -0.534 -5.374 3.536
31 C 4.835 0.637 1.692
32 C -0.136 -0.518 -1.182
33 C -1.773 -0.483 -1.336
34 C -4.342 -1.012 0.343
35 C -2.539 -2.242 4.654
36 C -1.000 -0.964 -5.903
37 C -2.190 -0.717 5.247
38 C -1.484 -4.446 4.553
39 C -3.055 -2.012 3.114
40 C 8.094 5.550 4.507
41 C -4.898 -2.072 1.511
42 C -5.956 1.661 -3.623
43 C 2.928 0.152 -0.448
44 C 4.303 0.905 0.133
45 C 7.664 2.748 5.388
46 H -4.240 0.082 0.765
47 H -8.357 0.294 -1.998
48 H 2.724 -0.473 -2.400
49 H -2.558 -2.837 2.425
50 H 4.888 1.602 -1.719
51 H 0.772 -3.222 -6.548
52 H -5.162 -1.076 -0.522
53 H 0.979 2.337 -3.547
54 H -8.136 1.912 -1.287
55 H 0.744 -2.124 -7.968
56 H 0.691 -4.385 1.299
57 H -1.560 -0.891 6.223
58 H -7.294 3.158 -4.366
59 H -3.401 -2.648 5.358
60 H 8.747 2.856 5.489
61 H -1.205 -5.845 2.699
62 H -0.001 -6.238 4.160
63 H 7.135 4.778 2.779
64 H -8.589 1.748 -3.003
65 H -1.462 -1.183 -4.937
66 H -1.116 -1.823 -6.565
67 H -1.435 -0.258 4.448
68 H 2.276 -2.809 -7.393
69 H -6.140 2.538 -5.561
70 H 2.085 -1.802 2.924
71 H 8.404 5.180 5.485
72 H 5.823 1.135 2.132
73 H -5.972 0.860 -1.795
74 H 7.151 3.314 6.170
75 H 0.596 0.157 -5.067
76 H 6.173 1.498 -0.672
77 H 7.383 6.370 4.637
78 H -7.517 1.528 -5.083
79 H -3.145 -0.055 5.393
80 H 8.967 5.915 3.962
81 H -3.577 0.731 -2.492
82 H -2.659 -0.943 2.768
83 H -1.489 -0.094 -6.346
84 H 7.410 1.691 5.504

Calculated values
SMILES: C[C@@H](COC(=O)CSc1cc(I)cc2c1Sc1cc(I)cc(N)c1N2)OC(=O)CS.CNC(C)=O.CNC(C)=O.CNC(C)=O
HOMO level: -7.6 eV
LUMO energy: -0.52 eV
calculated total energy: -100137.847 eV
molar mass: 907.657 g mol⁻¹
Kohn-Sham gap: 7.129 eV

---

Question: Which of these has the highest molar mass?
Answer: C28H39Br48INO

---

Question: Which value of molar mass does entry 2 give?
Answer: 4367.922 g mol⁻¹

---

Question: Among the records above, which one has the highest calculated total energy?
Answer: C28H39BF4MoN3P2